Version w
Density functional theory data (wB97M-V/def2-TZVPD) for C12H18GeNO4PtSbSe5 as an isolated structure.

E_LUMO ... 3.79 eV
HOMO level ... -1.63 eV

```
! wB97M-V def2-TZVPD RIJCOSX def2/J DEFGRID3
* xyz -2 1
C 2.267 -2.606 -0.449
H -0.221 4.986 0.367
Se -5.714 -0.845 -3.348
H -0.542 2.240 1.893
C 2.158 -2.307 0.969
H -2.524 2.879 -2.698
H 0.602 0.975 -4.051
Sb -4.406 -2.324 -1.934
O 1.393 -2.912 -1.240
H -1.356 0.847 1.153
Se -3.134 -1.269 -0.090
C -1.058 4.722 -0.279
H -1.974 5.106 0.174
H 2.245 -1.729 4.822
H -2.749 1.293 -1.914
Se -5.394 -4.461 -1.353
C 3.356 -2.301 1.672
H 4.282 -2.491 1.143
C -0.030 0.325 -3.446
C 3.399 -2.087 3.036
H -0.025 -0.689 -3.835
H -3.611 2.685 -1.311
H 0.080 -1.685 3.613
C 0.917 -2.009 1.657
O 5.680 -2.264 3.075
C -2.661 2.367 -1.746
Pt -0.965 -1.985 -0.904
C -1.367 1.931 1.248
N 4.648 -2.087 3.718
H 3.311 -2.552 -0.817
O 4.654 -1.909 4.934
C 1.014 -1.848 3.092
O -0.200 -1.860 1.116
H -1.058 0.682 -3.427
C 2.197 -1.875 3.753
H -2.311 2.212 1.719
H -0.925 5.219 -1.241
Se -2.086 -2.615 -2.907
Se 0.674 0.238 -1.641
Ge -1.194 2.758 -0.516
C 0.532 2.169 -1.261
H 1.319 2.408 -0.542
H 0.779 2.665 -2.202
*
```

Version x
Density functional theory data (wB97M-V/def2-TZVPD) for C12H18GeNO4PtSbSe5 as an isolated structure.

E_LUMO ... 3.81 eV
HOMO level ... -1.69 eV

```
! wB97M-V def2-TZVPD RIJCOSX def2/J DEFGRID3
* xyz -2 1
C -1.675 0.507 -2.572
Se -2.632 2.630 0.662
H 1.920 -3.247 1.053
C -2.135 1.179 -5.295
Pt -0.764 1.130 0.533
C -1.285 1.946 -4.521
H 4.334 -2.231 4.508
Se -4.266 1.773 4.358
C -0.781 -2.137 0.817
H -3.438 -0.531 -5.346
H -0.798 2.803 -4.970
H 0.212 -1.021 3.801
Se 0.759 -1.296 -0.019
H 4.880 -2.539 2.852
Ge 2.527 -1.491 2.841
H -1.645 -1.742 0.287
H 0.664 -2.723 4.083
Se -2.116 5.211 3.889
H 3.057 -2.050 0.446
H 3.990 0.441 2.049
C 1.029 -1.693 4.068
O -1.555 0.151 -1.370
H -0.719 -3.219 0.706
N -2.358 1.516 -6.669
C -0.016 2.461 -2.540
O 0.509 2.264 -1.470
Se -0.371 1.582 2.836
C 3.107 0.362 2.687
C 4.020 -2.586 3.524
H 1.358 -1.427 5.075
H 2.308 0.971 2.262
O -3.105 0.803 -7.334
H -0.846 -1.845 1.862
Sb -2.486 2.927 3.188
H 3.717 -3.631 3.619
H 0.290 3.340 -3.150
C -2.551 -0.260 -3.427
H -3.045 -1.105 -2.966
C -2.772 0.057 -4.731
C -1.025 1.633 -3.196
C 2.148 -2.179 1.038
O -1.795 2.500 -7.140
H 3.345 0.769 3.672
*
```

Result of the stability comparison: version w is the least stable of them.